Record 1
{
  "formula": "C34H29BrN6O6P2S6Y",
  "method": "ωB97M-V/def2-TZVPD",
  "e_tot_ev": -211640.00043,
  "homo_lumo_gap_ev": 5.04,
  "total_charge": -1,
  "spin_multiplicity": 1,
  "e_above_lowest_kcal_mol": 21.1,
  "symbols": ["Y", "C", "P", "C", "C", "C", "P", "C", "C", "H", "H", "H", "H", "H", "H", "H", "H", "H", "H", "H", "H", "H", "H", "H", "H", "O", "C", "S", "C", "C", "S", "S", "S", "S", "N", "C", "C", "C", "C", "C", "N", "C", "C", "N", "C", "C", "C", "C", "C", "N", "H", "H", "H", "H", "H", "H", "Br", "C", "C", "N", "C", "C", "C", "C", "O", "O", "H", "H", "H", "O", "S", "O", "N", "C", "O", "C", "C", "C", "C", "C", "C", "H", "H", "H", "H"],
  "xyz": [[0.29, 0.32, 0.00], [-0.13, 0.71, -4.54], [-0.53, 1.32, -2.85], [-0.23, 3.10, -3.20], [-2.37, 1.22, -3.02], [-3.13, 1.57, -1.74], [-2.73, 0.37, -0.39], [-3.88, 1.01, 0.90], [-3.72, -1.06, -0.98], [-0.75, 1.24, -5.27], [-0.31, -0.36, -4.62], [0.92, 0.90, -4.77], [-0.81, 3.42, -4.08], [0.83, 3.23, -3.40], [-0.48, 3.71, -2.34], [-2.60, 0.19, -3.32], [-2.68, 1.88, -3.84], [-4.21, 1.54, -1.90], [-2.86, 2.56, -1.39], [-4.92, 0.92, 0.58], [-3.65, 2.06, 1.11], [-3.73, 0.46, 1.84], [-4.59, -0.71, -1.53], [-4.07, -1.65, -0.12], [-3.11, -1.72, -1.61], [6.90, 0.66, -3.06], [5.84, 0.60, -2.47], [4.74, 1.97, -2.29], [3.50, 1.14, -1.35], [3.70, -0.17, -1.10], [2.63, -1.26, -0.27], [5.22, -0.85, -1.69], [2.16, 2.13, -0.78], [1.18, -2.52, 7.54], [0.01, -2.75, 6.45], [0.35, -2.06, 5.38], [-0.39, -2.01, 4.13], [-1.60, -2.68, 3.94], [-2.17, -2.68, 2.70], [-1.53, -2.00, 1.67], [-0.43, -1.29, 1.85], [0.15, -1.28, 3.07], [1.38, -0.49, 3.24], [1.77, 0.27, 2.21], [2.88, 0.98, 2.34], [3.66, 0.98, 3.49], [3.26, 0.21, 4.55], [2.10, -0.55, 4.43], [1.58, -1.37, 5.51], [2.16, -1.55, 6.69], [-2.04, -3.21, 4.78], [-3.09, -3.21, 2.50], [-1.89, -2.06, 0.65], [3.15, 1.58, 1.47], [4.55, 1.59, 3.53], [3.82, 0.17, 5.48], [2.61, -5.77, -4.92], [2.27, -4.08, -4.14], [3.17, -3.05, -4.31], [2.97, -1.83, -3.81], [1.86, -1.63, -3.10], [0.89, -2.60, -2.90], [1.10, -3.86, -3.44], [-0.42, -2.33, -2.19], [-1.37, -3.06, -2.46], [-0.45, -1.36, -1.35], [4.09, -3.20, -4.87], [1.73, -0.64, -2.69], [0.34, -4.63, -3.33], [0.12, 1.95, 4.17], [-1.02, 2.01, 3.31], [-2.16, 1.21, 3.69], [-0.64, 1.75, 1.74], [-0.92, 2.82, 0.98], [-0.81, 2.80, -0.25], [-1.40, 4.00, 1.75], [-1.70, 5.26, 1.27], [-2.13, 6.22, 2.18], [-2.25, 5.91, 3.53], [-1.94, 4.64, 4.01], [-1.52, 3.70, 3.09], [-1.59, 5.48, 0.21], [-2.37, 7.22, 1.84], [-2.59, 6.67, 4.23], [-2.02, 4.40, 5.06]],
  "mulliken_charge": [-1.10, -1.64, 1.76, -1.33, -1.50, -1.19, 2.32, -1.50, -1.60, 0.55, 0.36, 0.37, 0.46, 0.34, 0.17, 0.36, 0.66, 0.72, 0.07, 0.51, 0.30, 0.31, 0.51, 0.45, 0.23, -0.65, 0.62, -0.21, 0.53, -0.06, -0.48, -0.15, -0.72, 0.08, -0.73, 0.70, 0.84, -0.78, -1.30, -0.46, 0.58, -0.20, -1.39, 1.27, -0.31, -1.05, -0.84, 0.84, 0.95, -0.73, 0.50, 0.51, 0.69, 0.21, 0.47, 0.51, -0.24, -0.01, -0.55, -0.51, -0.70, 0.45, -0.64, 0.04, -0.82, 0.28, 0.40, 1.18, 0.55, -0.67, 0.97, -0.66, 0.64, 0.62, -0.37, -0.49, -0.53, -0.64, -0.56, -0.78, 0.31, 0.56, 0.41, 0.39, 0.50]
}

Record 2
{
  "formula": "C34H29CrF5NP2S4Sb",
  "method": "ωB97M-V/def2-TZVPD",
  "e_tot_ev": -147689.21585,
  "homo_lumo_gap_ev": [6.82, 6.78],
  "total_charge": -1,
  "spin_multiplicity": 4,
  "e_above_lowest_kcal_mol": 0.0,
  "symbols": ["Cr", "C", "N", "C", "P", "C", "C", "C", "C", "C", "C", "C", "C", "C", "C", "C", "C", "C", "C", "C", "C", "C", "C", "P", "C", "C", "C", "C", "C", "C", "C", "C", "C", "C", "C", "C", "H", "H", "H", "H", "H", "H", "H", "H", "H", "H", "H", "H", "H", "H", "H", "H", "H", "H", "H", "H", "H", "H", "H", "H", "H", "H", "H", "H", "H", "S", "Sb", "S", "S", "S", "F", "C", "F", "C", "F", "F", "F"],
  "xyz": [[1.66, -0.57, -1.59], [-1.51, -0.30, -0.04], [-1.14, 0.55, 1.08], [0.26, 0.80, 1.34], [1.18, 1.25, -0.22], [2.48, 2.33, 0.45], [2.94, 3.40, -0.32], [3.95, 4.21, 0.16], [4.52, 3.96, 1.40], [4.08, 2.89, 2.16], [3.07, 2.07, 1.68], [-0.01, 2.48, -0.87], [-0.55, 2.32, -2.14], [-1.50, 3.20, -2.63], [-1.91, 4.27, -1.84], [-1.37, 4.44, -0.57], [-0.43, 3.55, -0.08], [-2.06, 0.75, 2.11], [-1.67, 0.92, 3.44], [-2.61, 1.12, 4.44], [-3.96, 1.15, 4.14], [-4.36, 0.99, 2.82], [-3.43, 0.80, 1.82], [-0.26, -1.59, -0.58], [-0.25, -2.74, 0.84], [-0.92, -2.51, 2.04], [-0.84, -3.44, 3.07], [-0.09, -4.59, 2.91], [0.59, -4.82, 1.72], [0.52, -3.90, 0.70], [-1.38, -2.43, -1.76], [-1.74, -1.70, -2.89], [-2.59, -2.25, -3.84], [-3.07, -3.54, -3.67], [-2.69, -4.28, -2.56], [-1.85, -3.73, -1.60], [-1.71, 0.29, -0.94], [-2.42, -0.84, 0.20], [0.77, -0.08, 1.78], [0.35, 1.64, 2.03], [2.50, 3.60, -1.29], [4.30, 5.04, -0.44], [5.31, 4.60, 1.78], [4.53, 2.68, 3.12], [2.75, 1.21, 2.26], [-0.22, 1.50, -2.78], [-1.88, 3.06, -3.63], [-2.65, 4.97, -2.21], [-1.69, 5.27, 0.04], [-0.01, 3.69, 0.91], [-0.62, 0.86, 3.71], [-2.27, 1.24, 5.46], [-4.69, 1.29, 4.93], [-5.42, 1.03, 2.57], [-3.77, 0.72, 0.79], [-1.53, -1.63, 2.19], [-1.37, -3.26, 3.99], [-0.03, -5.31, 3.72], [1.18, -5.72, 1.60], [1.05, -4.07, -0.23], [-1.33, -0.72, -3.08], [-2.84, -1.66, -4.71], [-3.73, -3.97, -4.41], [-3.04, -5.29, -2.44], [-1.56, -4.32, -0.75], [3.43, -0.31, -6.35], [1.82, -0.17, -4.76], [1.60, -2.09, -3.29], [2.59, 1.09, -2.80], [-0.26, 0.53, -5.37], [2.88, -2.86, -0.41], [2.96, -1.49, -0.38], [2.79, -1.18, 0.97], [4.44, -1.18, -0.67], [4.74, -1.38, -1.96], [5.29, -1.95, 0.04], [4.72, 0.10, -0.35]],
  "lowdin_spin": [2.85, 0.00, 0.00, 0.00, 0.02, 0.01, 0.00, 0.00, 0.00, 0.00, 0.00, 0.00, 0.00, 0.00, 0.00, 0.00, 0.00, 0.00, 0.00, 0.00, 0.00, 0.00, 0.00, 0.03, 0.01, 0.00, 0.00, 0.00, 0.00, 0.00, 0.00, 0.00, 0.00, 0.00, 0.00, 0.00, 0.00, 0.00, 0.00, 0.00, 0.00, 0.00, 0.00, 0.00, 0.00, 0.00, 0.00, 0.00, 0.00, 0.00, 0.00, 0.00, 0.00, 0.00, 0.00, 0.00, 0.00, 0.00, 0.00, 0.00, 0.00, 0.00, 0.00, 0.00, 0.00, 0.04, 0.03, 0.02, -0.01, 0.01, 0.00, -0.02, 0.01, 0.00, 0.00, 0.00, 0.00]
}